Record 1
# C18H22O5W

A structure of composition C18H22O5W at a distorted geometry (ωB97M-V/def2-TZVPD, the OMol25 dataset).

Each line ends with the Löwdin charge.
Element x y z (Å)
W  -0.3732  0.4597  0.0215  2.12
C  -4.6452  1.7864  1.2381  0.00
C  -3.5565  0.7023  1.2580  -0.33
C  -3.6140  -0.1619  -0.0226  -0.03
C  -2.1460  1.2356  1.3293  -0.25
C  -1.7156  2.3106  0.4844  -0.05
C  -0.3847  2.8438  0.6093  -0.01
C  0.4582  2.4733  1.7217  -0.20
C  1.5615  3.3274  2.1693  0.04
C  0.0532  1.3286  2.4886  0.06
C  -1.1719  0.6654  2.2436  -0.01
H  -5.5985  1.2853  1.4215  0.13
H  -4.7379  2.3042  0.2871  0.10
H  -4.5207  2.5140  2.0369  0.11
H  -3.7442  0.0596  2.1270  0.17
H  -3.2751  0.4101  -0.9123  0.10
H  -4.6539  -0.4361  -0.2179  0.13
H  -3.0759  -1.1132  0.1083  0.09
H  -2.4727  2.9124  -0.0515  0.19
H  -0.1714  3.8116  0.1206  0.19
H  2.4368  2.7817  2.5318  0.14
H  1.2278  3.8868  3.0651  0.17
H  1.8619  4.0914  1.4543  0.12
H  0.6190  1.0915  3.4024  0.19
H  -1.5152  -0.0570  3.0061  0.20
O  0.3111  -2.5699  -0.5484  0.31
C  0.0530  -1.6595  -1.2549  -0.43
O  -1.0129  -0.8511  -0.9256  -0.08
C  0.8844  -1.0161  -2.3693  -0.01
C  0.1869  0.2633  -2.8876  -0.15
C  0.9451  0.9251  -4.0287  -0.02
C  2.1745  1.5241  -3.3106  -0.03
C  1.9574  1.0964  -1.8625  -0.14
O  0.4523  1.1768  -1.7049  -0.19
C  2.1897  -0.4256  -1.7037  -0.02
C  2.3174  -0.8053  -0.2238  -0.33
O  3.1085  -1.4322  0.3452  0.39
O  1.1993  -0.1716  0.4562  -0.13
H  1.1221  -1.7536  -3.1496  0.22
H  -0.9018  0.1819  -3.0502  0.19
H  0.3430  1.7026  -4.5040  0.16
H  1.2167  0.2124  -4.8095  0.17
H  2.2085  2.6097  -3.4156  0.16
H  3.1173  1.1510  -3.7128  0.16
H  2.4571  1.7331  -1.1162  0.19
H  3.1097  -0.7601  -2.2078  0.22

Forces on the atoms, in the same order (eV/Å):
0.504 2.409 0.142
0.117 0.177 0.191
0.009 -0.218 -0.368
-0.437 -0.417 0.042
-0.536 0.635 0.570
-0.073 0.593 1.346
-0.543 0.726 1.243
-0.733 -0.102 -0.145
0.606 0.243 0.047
-0.354 0.734 0.217
-0.430 1.290 0.878
0.044 -0.042 -0.070
0.067 0.041 -0.185
0.045 0.078 0.078
0.287 0.024 -0.077
-0.107 -0.213 0.245
0.033 0.046 -0.038
-0.200 0.303 -0.154
0.385 -0.713 -0.378
0.129 -0.788 -0.334
-0.004 -0.135 -0.074
-0.222 -0.117 -0.033
-0.028 -0.054 -0.125
0.062 -0.374 -0.526
0.225 -0.260 -0.764
-0.356 0.518 -0.970
3.138 -4.287 -1.287
-2.692 0.430 0.146
-0.241 0.211 -0.012
-0.720 -1.217 -1.864
-0.149 0.292 0.181
-0.185 0.267 0.023
2.165 0.241 -0.097
-0.810 0.314 0.829
-0.087 0.185 0.212
3.455 -1.839 -2.025
-1.020 0.655 0.082
-0.981 0.680 2.000
-0.169 0.069 0.209
0.498 0.115 0.145
-0.004 -0.119 0.106
-0.110 -0.151 0.124
-0.055 -0.061 0.169
0.053 -0.108 0.229
-0.369 -0.169 -0.154
-0.209 0.109 0.229

Calculated values
LUMO level: -18.6 eV
electronic energy: -31033.5634 eV
net charge: +4
energy above the lowest of the compared OMol25 structures with the same formula, charge and spin: 37.7 kcal per mole

=====

Record 2
# C20H36O2

The molecule C20H36O2 (ωB97M-V/def2-TZVPD, the OMol25 dataset).

Each line ends with the Löwdin charge.
Element x y z (Å)
C  -3.4985  -0.1838  2.2996  0.02
C  -3.1113  0.7134  1.4134  -0.13
C  -3.6475  0.8189  0.0095  -0.57
C  -4.6549  1.9876  0.0046  -0.02
H  -5.0835  2.1172  -0.9887  0.08
H  -5.4581  1.7775  0.7073  0.09
H  -4.1665  2.9135  0.2954  0.09
C  -2.5300  1.1363  -1.0103  -0.12
C  -1.6169  -0.0347  -1.3914  -0.12
H  -1.1230  0.2210  -2.3267  0.11
H  -2.2471  -0.8955  -1.6099  0.11
C  -0.5491  -0.4434  -0.3559  -0.17
H  -0.8584  -0.0624  0.6222  0.13
C  -0.5301  -1.9891  -0.1992  -0.50
C  0.6344  -2.4600  0.6907  -0.11
C  1.9641  -1.8298  0.3102  -0.13
H  2.2249  -2.1196  -0.7063  0.12
H  2.7358  -2.2066  0.9821  0.11
C  1.8322  -0.3114  0.4214  -0.21
H  1.3226  -0.1069  1.3730  0.15
C  0.8497  0.1793  -0.6726  -0.37
C  1.2981  -0.1986  -2.0936  -0.01
H  0.8514  -1.1399  -2.3926  0.08
H  0.9954  0.5635  -2.8092  0.09
H  2.3735  -0.2988  -2.1586  0.07
C  0.7352  1.7082  -0.5611  -0.14
C  2.0952  2.3897  -0.6310  -0.17
C  2.9604  1.9420  0.5369  -0.15
H  3.9258  2.4526  0.5051  0.12
H  2.4634  2.2337  1.4659  0.12
C  3.1949  0.4233  0.5566  -0.49
C  4.2507  0.0527  -0.4907  -0.04
H  5.2259  0.4009  -0.1529  0.09
H  4.0580  0.5199  -1.4511  0.07
H  4.3098  -1.0233  -0.6278  0.08
C  3.7938  0.0792  1.9319  -0.05
H  4.1349  -0.9518  1.9707  0.08
H  3.0665  0.2299  2.7269  0.09
H  4.6502  0.7202  2.1327  0.08
H  2.5804  2.1569  -1.5788  0.11
H  1.9620  3.4739  -0.5889  0.11
H  0.1038  2.0909  -1.3632  0.11
H  0.2688  1.9672  0.3935  0.12
H  0.4048  -2.2076  1.7279  0.13
H  0.7027  -3.5505  0.6237  0.12
C  -1.8230  -2.4806  0.4715  -0.01
H  -2.7082  -2.1637  -0.0695  0.07
H  -1.8943  -2.0919  1.4828  0.07
H  -1.8172  -3.5698  0.5195  0.09
O  -0.4232  -2.5716  -1.4928  -0.01
H  -0.5067  -3.5265  -1.3966  0.10
H  -1.9505  1.9724  -0.6232  0.10
H  -3.0182  1.4761  -1.9304  0.12
O  -4.3174  -0.3833  -0.3236  -0.02
H  -4.6985  -0.2734  -1.2017  0.11
H  -2.4142  1.4970  1.6792  0.12
H  -4.2073  -0.9494  2.0378  0.07
H  -3.1153  -0.1913  3.3064  0.06

Forces on the atoms, in the same order (eV/Å):
0.012 0.014 0.097
-0.188 -0.061 -0.191
0.087 0.692 -0.146
0.119 -0.315 0.046
0.004 0.032 -0.129
-0.035 -0.005 0.064
0.037 0.152 0.012
-0.078 -0.390 0.041
-0.072 0.111 0.215
-0.004 -0.039 -0.094
0.017 0.037 -0.113
0.071 -0.273 -0.312
0.109 -0.026 0.053
-0.209 -0.075 0.949
0.101 0.109 -0.383
-0.220 0.090 0.330
0.122 -0.037 -0.069
0.090 -0.031 -0.063
0.176 -0.163 -0.245
-0.032 0.032 0.058
-0.235 0.205 0.324
-0.023 -0.011 0.059
0.096 -0.032 -0.132
-0.008 0.078 -0.099
0.154 -0.003 -0.084
0.228 -0.089 -0.180
-0.132 0.058 0.258
0.001 -0.119 -0.256
0.068 0.014 0.106
-0.009 0.044 0.103
0.046 0.175 0.267
-0.179 0.102 0.062
0.099 0.027 0.028
0.018 -0.004 -0.152
0.044 -0.150 -0.073
-0.112 -0.018 -0.232
0.070 -0.132 0.057
-0.102 0.027 0.111
0.115 0.061 0.017
0.049 0.033 -0.121
0.041 -0.006 -0.092
-0.138 -0.001 -0.005
-0.111 0.044 0.091
-0.015 -0.023 0.068
-0.118 -0.039 0.053
0.205 0.153 -0.287
-0.097 0.005 -0.044
-0.003 -0.012 0.095
0.046 -0.143 0.021
0.066 -0.142 -0.321
-0.023 0.025 0.013
0.002 0.142 -0.021
-0.036 0.104 0.037
-0.162 -0.182 0.018
-0.025 -0.013 0.028
0.114 0.080 0.091
-0.132 -0.184 -0.100
0.090 0.072 0.173

Calculated values
LUMO level: 0.7 eV
electronic energy: -25419.6710 eV
net charge: 0
SMILES string: C=C[C@](C)(O)CC[C@@H]1[C@@]2(C)CCCC(C)(C)[C@@H]2CC[C@]1(C)O
energy above the lowest of the compared OMol25 structures with the same formula, charge and spin: 0.0 kcal per mole

=====

Record 3
# C3H10O4

A cluster of 3 separate species, C3H10O4 in total at a distorted geometry (ωB97M-V/def2-TZVPD, the OMol25 dataset).

Each line ends with the Löwdin charge.
Element x y z (Å)
O  1.0036  1.3439  1.1836  0.11
C  0.4359  0.3672  0.7770  -0.48
O  1.0929  -0.8066  0.4045  0.04
C  -0.9311  0.3431  0.0819  -0.20
C  -1.3775  1.5186  -0.7775  -0.09
H  2.0709  -0.6563  0.4937  0.13
H  -1.1263  -0.6719  -0.2422  0.11
H  -1.6252  0.4243  0.8891  0.09
H  -2.3835  1.6996  -0.5217  0.04
H  -0.7843  2.4537  -0.4720  0.10
H  -1.2477  1.1991  -1.8995  0.11
H  2.9864  -0.2470  -3.1337  -0.01
H  3.0828  -0.2572  -1.8141  0.03
O  3.5649  -0.6643  -2.5583  -0.03
H  -0.8171  -2.2227  2.3939  0.08
H  -2.2713  -2.1172  2.8824  0.00
O  -1.6735  -1.7063  2.3129  -0.04

Forces on the atoms, in the same order (eV/Å):
-0.185 -0.725 0.679
0.428 0.382 -3.555
1.009 0.792 0.877
-0.343 -0.304 2.238
2.838 -0.043 -1.824
-1.154 -0.175 0.356
0.116 0.109 -0.724
-0.419 -0.213 1.082
-1.256 0.312 -0.277
-0.742 -1.358 -0.838
-0.304 1.250 1.990
-1.336 0.860 -3.273
0.942 -0.679 0.771
0.370 -0.161 2.479
-1.634 0.926 -0.133
-1.471 -1.100 1.491
3.140 0.125 -1.339

Calculated values
LUMO level: 0.4 eV
electronic energy: -11462.3817 eV
net charge: 0
SMILES string: CCC(=O)O.O.O
energy above the lowest of the compared OMol25 structures with the same formula, charge and spin: 31.6 kcal per mole

=====

Record 4
# C4H9N2O

The ion C4H9N2O with charge +1 at a distorted geometry (ωB97M-V/def2-TZVPD, the OMol25 dataset).

Each line ends with the Löwdin charge.
Element x y z (Å)
C  -0.4935  -1.2152  -0.4761  -0.02
C  -0.1816  0.0137  1.6175  -0.12
C  0.6226  -0.2910  -1.0271  -0.12
C  1.2415  0.6960  -0.1387  -0.25
N  0.0671  1.0772  -1.1768  0.16
N  -1.1575  -0.2280  0.5411  -0.03
O  0.9000  0.8870  1.1699  0.10
H  -1.1250  -1.3061  -1.2923  0.10
H  -0.1856  -2.1420  0.0163  0.14
H  -0.5424  0.5603  2.4278  0.12
H  0.3600  -0.8363  2.2256  0.20
H  1.1883  -0.6234  -1.8188  0.14
H  2.0855  1.1909  -0.3790  0.10
H  0.2192  1.7944  -1.9069  0.16
H  -0.8356  0.8931  -0.6041  0.12
H  -2.1630  -0.4705  0.8217  0.19

Forces on the atoms, in the same order (eV/Å):
0.814 2.758 2.416
0.675 -0.539 0.204
-2.786 1.880 0.845
6.670 -3.063 7.034
-7.080 -0.588 -4.608
0.185 -2.233 0.603
-1.442 -1.525 -0.761
-1.580 -0.828 -1.330
0.145 0.235 -0.411
-1.441 1.045 1.123
-0.713 0.704 -1.834
1.640 -0.709 -1.534
2.520 1.490 -0.776
-0.081 -0.469 0.002
0.210 1.504 -0.762
2.262 0.338 -0.210

Calculated values
multiplicity: 3
LUMO level (spin up / spin down): -2.8 / -8.5 eV
electronic energy: -9305.3808 eV
net charge: +1
energy above the lowest of the compared OMol25 structures with the same formula, charge and spin: 123.1 kcal per mole